--- 1 ---
{
  "formula": "C6H8N2S",
  "method": "ωB97M-V with the def2-TZVPD basis set",
  "species": ["S", "N", "N", "C", "C", "C", "C", "C", "C", "H", "H", "H", "H", "H", "H", "H", "H"],
  "coordinates": [[-0.2330, -2.2999, 2.0674], [1.6531, -3.7676, -0.6882], [-0.1534, -0.7267, -0.9322], [0.9014, -2.9567, -1.0864], [0.8468, 0.2113, 2.5814], [0.3865, -0.3282, 0.2765], [0.3751, -0.8114, 1.5674], [0.0354, -1.9348, -1.5665], [-1.0861, 0.2341, -1.6075], [-1.5351, 0.5953, -0.7499], [-0.6126, -2.1635, -2.5053], [0.4913, 0.6900, 0.2083], [0.9660, 1.2008, 2.1315], [-1.8224, -0.1770, -2.2654], [-0.6325, 0.9719, -2.0951], [1.7805, -0.1020, 3.2026], [0.0449, 0.2660, 3.2494]],
  "lumo_ev": [-0.99, -1.55],
  "homo_energy_ev": [-8.1747, -7.8026],
  "orbital_gap_ev": [7.1893, 6.2560]
}

=====

--- 2 ---
{
  "formula": "C6H8N2S",
  "method": "ωB97M-V with the def2-TZVPD basis set",
  "species": ["S", "N", "N", "C", "C", "C", "C", "C", "C", "H", "H", "H", "H", "H", "H", "H", "H"],
  "coordinates": [[-2.3896, 0.7769, 0.8943], [0.3091, -2.1545, 0.0025], [-0.8949, -1.6301, 0.4819], [-0.2786, 1.9587, 0.3172], [0.3581, -2.1298, -1.2369], [1.5279, 0.2496, 0.0415], [-1.5756, 2.2480, 0.4924], [0.1062, 0.5837, 0.2918], [-0.9543, -0.2590, 0.5205], [0.2964, 2.8363, 0.2139], [-1.2854, -2.1711, 1.1593], [1.9046, -0.5706, 0.5355], [-0.3322, -1.7431, -1.9929], [1.3357, -2.5518, -1.6577], [-1.9094, 3.2514, 0.4987], [2.1383, 1.1668, 0.3884], [1.6439, 0.1386, -0.9504]],
  "lumo_ev": 0.91,
  "homo_energy_ev": -7.5413,
  "orbital_gap_ev": 8.4514,
  "smiles": "C=NNc1sccc1C"
}

=====

Taking the most stable structure as the zero point, the relative energies in kJ/mol are 1 60.9; 2 0.0.

=====

--- 1 ---
{
  "formula": "C5H11N3O",
  "method": "ωB97M-V with the def2-TZVPD basis set",
  "species": ["O", "N", "N", "N", "C", "C", "C", "C", "C", "H", "H", "H", "H", "H", "H", "H", "H", "H", "H", "H"],
  "coordinates": [[-2.6935, -0.7603, 0.5535], [0.6017, 0.9815, -1.2437], [1.0728, -0.5349, 0.3141], [2.0803, -0.9880, 1.1146], [1.4824, 0.4613, -0.4617], [-0.3195, -1.3312, 0.2018], [-1.9630, 0.6749, 0.7010], [0.7958, 2.0657, -2.0901], [-1.3313, -0.7038, 0.8529], [2.3368, 1.0882, 0.0322], [2.2983, -1.8713, 0.8642], [2.2238, 1.7020, -2.7702], [0.7975, 3.1571, -0.6984], [1.7762, -0.8073, 2.0663], [-2.3437, 1.3892, 1.4984], [-0.6097, -1.7171, -0.9634], [-2.0073, 1.2697, -0.3573], [-0.1032, 2.2029, -3.2851], [0.0311, -2.3965, 0.5983], [-1.1218, -1.1464, 2.0674]],
  "lumo_ev": 0.08,
  "homo_energy_ev": -8.0049,
  "orbital_gap_ev": 8.0842
}

=====

--- 2 ---
{
  "formula": "C5H11N3O",
  "method": "ωB97M-V with the def2-TZVPD basis set",
  "species": ["O", "N", "N", "N", "C", "C", "C", "C", "C", "H", "H", "H", "H", "H", "H", "H", "H", "H", "H", "H"],
  "coordinates": [[0.1431, -1.7864, 0.6787], [-0.6039, -1.5542, -2.2322], [1.0538, 1.2861, -2.2546], [-0.1287, -0.5939, -1.3006], [0.7361, 0.6611, 2.1864], [-0.3687, -0.7765, 0.2057], [0.7861, 0.8790, 0.6747], [0.6047, 0.4135, -1.5259], [-1.7720, -0.3173, 0.5593], [1.0026, -0.3657, 2.4420], [-0.2541, 0.8679, 2.5961], [2.0061, 1.6175, -2.1841], [-2.4749, -1.0092, 0.0893], [0.3833, 1.8556, 0.4046], [1.8304, 0.8060, 0.3597], [-1.9778, 0.6938, 0.2117], [-0.0864, -2.4131, -2.0607], [1.4421, 1.3326, 2.6853], [-0.4181, -1.2216, -3.1724], [-1.9036, -0.3753, 1.6372]],
  "lumo_ev": 0.20,
  "homo_energy_ev": -7.9093,
  "orbital_gap_ev": 8.1129
}

=====

Taking the most stable structure as the zero point, the relative energies in kJ/mol are 1 793.9; 2 0.0.

=====

--- 1 ---
{
  "formula": "C5H11N3O",
  "method": "ωB97M-V with the def2-TZVPD basis set",
  "species": ["O", "N", "N", "N", "C", "C", "C", "C", "C", "H", "H", "H", "H", "H", "H", "H", "H", "H", "H", "H"],
  "coordinates": [[-0.7450, 1.1824, 1.1897], [1.8543, 0.0808, 0.8121], [3.1911, -0.1367, -1.0688], [-0.4761, -1.0691, 0.4200], [0.7631, -1.1664, 0.3506], [-1.2592, 0.1669, 0.3382], [-2.6634, -0.1395, 0.8444], [1.9899, -0.0346, -0.5048], [-1.2873, 0.6437, -1.1218], [-1.7635, -0.1022, -1.7602], [-3.2739, 0.7624, 0.8013], [1.2799, -2.1187, 0.3946], [-2.6080, -0.4804, 1.8775], [3.2762, -0.1918, -2.0698], [4.0607, -0.0523, -0.5419], [-1.8491, 1.5765, -1.1742], [0.2175, 1.2144, 1.0534], [-0.2752, 0.8233, -1.4856], [-3.1226, -0.9187, 0.2371], [2.6907, -0.0399, 1.4083]],
  "lumo_ev": 0.57,
  "homo_energy_ev": -8.2892,
  "orbital_gap_ev": 8.8570
}

=====

--- 2 ---
{
  "formula": "C5H11N3O",
  "method": "ωB97M-V with the def2-TZVPD basis set",
  "species": ["O", "N", "N", "N", "C", "C", "C", "C", "C", "H", "H", "H", "H", "H", "H", "H", "H", "H", "H", "H"],
  "coordinates": [[2.8800, 0.2919, 1.1541], [0.1367, 1.6466, 1.1462], [-0.2234, 0.6898, 0.2218], [2.8525, 0.5759, -1.0929], [-2.6341, -0.3713, -0.6947], [-1.9081, -0.0448, 0.5780], [0.4162, -1.7430, -0.0205], [0.4502, -0.4299, 0.0950], [2.3075, 0.1856, 0.0848], [-2.2399, -1.2710, -1.1645], [2.2930, 0.5596, -1.9275], [-2.2620, 0.8476, 1.0844], [-0.4434, -2.3338, 0.2526], [0.4569, 2.4736, 0.6563], [1.2871, -2.2530, -0.4013], [-1.8403, -0.8652, 1.2927], [-3.6992, -0.5357, -0.4991], [0.8863, 1.3535, 1.7862], [-2.5613, 0.4523, -1.4051], [3.8454, 0.7713, -1.1466]],
  "lumo_ev": 0.90,
  "homo_energy_ev": -7.8255,
  "orbital_gap_ev": 8.7292
}

=====

--- 3 ---
{
  "formula": "C5H11N3O",
  "method": "ωB97M-V with the def2-TZVPD basis set",
  "species": ["O", "N", "N", "N", "C", "C", "C", "C", "C", "H", "H", "H", "H", "H", "H", "H", "H", "H", "H", "H"],
  "coordinates": [[-0.4738, -1.7142, 1.2231], [-2.5965, -1.2084, -0.5517], [-0.1923, 0.4616, 1.7579], [0.9529, 1.0058, -0.8905], [0.9717, -0.3021, -0.4156], [-2.1349, -0.1037, -0.6779], [-1.8153, 1.1311, -1.1517], [2.3030, -0.7974, 0.1462], [-0.1068, -0.5946, 0.9196], [0.1942, 1.3565, 1.4987], [0.5846, -0.9921, -1.1704], [-0.3056, 1.2749, -1.0309], [2.6465, -0.1500, 0.9548], [1.4931, 1.6204, -0.2843], [3.0444, -0.7788, -0.6544], [-1.8347, 1.2311, -2.2314], [-2.3021, 1.9556, -0.6466], [2.2072, -1.8128, 0.5296], [-0.5496, 0.3353, 2.6916], [-2.0860, -1.9183, -0.0160]],
  "lumo_ev": 0.56,
  "homo_energy_ev": -8.0387,
  "orbital_gap_ev": 8.5978
}

=====

Taking the most stable structure as the zero point, the relative energies in kJ/mol are 1 56.3; 2 131.1; 3 0.0.